[1]
{"formula": "CH3IN5", "method": "ωB97M-V/def2-TZVPD", "species": ["C", "N", "N", "N", "N", "N", "I", "H", "H", "H"], "positions_angstrom": [[0.641091, 1.419179, 0.158671], [1.680899, 2.282242, 0.083502], [2.724268, 1.785139, -0.264347], [0.896684, 0.215302, -0.082981], [3.591338, 1.232846, -0.860990], [-0.057190, -0.618534, -0.240353], [5.254330, 0.520921, -0.108534], [-0.410496, 1.575310, 0.489607], [-1.088995, -0.279440, -0.065388], [0.204744, -1.504886, -0.747838]], "forces_ev_per_a": [[-2.9350, 0.0143, 1.6458], [1.8678, 0.7317, -0.5425], [0.7276, -0.2016, 0.0230], [1.1190, -2.1986, -1.7590], [-2.6809, 1.8928, -0.3552], [-2.2767, -1.1660, -0.0519], [1.4960, -0.7174, 0.8717], [1.0826, 1.5737, -0.2408], [2.4603, -1.2767, -0.7669], [-0.8608, 1.3478, 1.1757]], "lowdin_charge": [-0.20, 0.19, -0.12, -0.03, -0.40, 0.07, 1.00, 0.15, 0.18, 0.16], "relative_energy_kj_mol": 139.5, "max_force_ev_per_a": 3.37, "spin_multiplicity": 1, "total_charge": 1, "total_energy_ha": -610.91948, "e_homo_ev": [-13.49, -13.49], "lumo_energy_ev": [-6.06, -6.06]}

=====

[2]
{"formula": "CH3INOP", "method": "ωB97M-V/def2-TZVPD", "species": ["C", "N", "O", "P", "I", "H", "H", "H"], "positions_angstrom": [[0.813456, 1.386044, -0.355574], [-1.476877, -0.331242, 0.266765], [0.929385, 0.332414, 0.405096], [-0.079861, -0.807053, -0.198477], [1.123720, 3.134708, 0.754193], [-2.169245, -1.041895, 0.438694], [0.622508, -1.926427, 0.246136], [0.236914, -0.746549, -1.556833]], "forces_ev_per_a": [[-0.0678, 0.2395, -0.4102], [0.4385, -0.9278, -0.1988], [0.6686, 0.6778, 0.2801], [-0.9763, 0.2589, -0.1407], [0.2755, 0.2202, 0.2546], [-0.3173, -0.0083, 0.1034], [-0.1688, -0.3928, 0.2118], [0.1477, -0.0676, -0.1002]], "lowdin_charge": [-0.68, -0.21, -0.46, 0.62, 0.74, -0.02, 0.01, 0.01], "relative_energy_kj_mol": 325.6, "max_force_ev_per_a": 1.05, "spin_multiplicity": 1, "total_energy_ha": -808.82215, "e_homo_ev": -8.95, "lumo_energy_ev": -0.23}

=====

[3]
{"formula": "CH3IO2P", "method": "ωB97M-V/def2-TZVPD", "species": ["C", "O", "O", "P", "I", "H", "H", "H"], "positions_angstrom": [[2.186839, 0.211565, 1.117445], [-2.240096, -1.692856, -0.702066], [-1.058972, -0.163155, -2.163070], [-1.668401, -0.340685, -0.847428], [-3.418498, 1.488692, -0.512280], [2.357946, 0.919577, 0.382664], [1.514959, 0.502747, 1.899493], [2.326222, -0.925885, 0.825241]], "forces_ev_per_a": [[-0.0790, -3.6411, 0.1261], [-0.9434, -0.8655, 1.5490], [1.3935, 1.6069, -1.5976], [0.1196, -1.2515, -0.1050], [-0.5156, 0.5162, 0.1732], [0.4989, 1.1735, -1.3704], [-0.1207, -0.2207, 0.3777], [-0.3533, 2.6822, 0.8471]], "lowdin_charge": [0.06, -0.52, -0.52, 0.00, 0.06, -0.06, -0.04, 0.04], "relative_energy_kj_mol": 352.4, "max_force_ev_per_a": 3.64, "spin_multiplicity": 1, "total_charge": -1, "total_energy_ha": -829.46318, "e_homo_ev": [-5.13, -3.59], "lumo_energy_ev": [2.73, 2.60]}

=====

[4]
{"formula": "CH3IO3", "method": "ωB97M-V/def2-TZVPD", "species": ["O", "C", "O", "O", "H", "H", "I", "H"], "positions_angstrom": [[-1.869707, 1.251455, -0.967567], [-0.811367, 0.795807, -0.780383], [-0.536746, -0.562236, -0.797766], [0.232353, 1.531156, -0.393419], [-1.399941, -0.987919, -0.636055], [1.000906, 0.995633, 0.046627], [1.765478, -0.934755, 2.298945], [1.619023, -2.089141, 1.229619]], "forces_ev_per_a": [[-2.0455, 0.8378, -0.8054], [1.8995, -1.5893, 1.4702], [-0.2930, 0.6791, 0.3173], [2.2506, -1.0782, 0.8245], [0.4047, 0.1299, -0.4108], [-2.2074, 0.9743, -1.3427], [0.0484, 0.4322, 0.3185], [-0.0574, -0.3858, -0.3718]], "lowdin_charge": [0.16, -0.67, 0.06, 0.09, 0.13, 0.10, 0.48, -0.35], "relative_energy_kj_mol": 23.1, "max_force_ev_per_a": 2.88, "spin_multiplicity": 1, "total_energy_ha": -563.33001, "e_homo_ev": -10.56, "lumo_energy_ev": 0.23, "smiles": "O=C(O)O.I"}